# 1
C13H35CdSSe2Si2 | ωB97M-V/def2-TZVPD

```
54
Properties=species:S:1:pos:R:3
Cd 0.41737 0.14599 -0.21629
C 5.05837 0.16009 0.25211
Se 3.40107 -0.81011 -0.10649
C 3.14137 -1.59891 1.68991
C 3.05967 -0.62391 2.84511
Se 1.44727 0.52899 2.84741
C 0.68817 -0.00381 4.56931
H 5.84177 -0.56231 0.46941
H 4.91197 0.84179 1.08451
H 5.31487 0.72449 -0.64019
H 3.98617 -2.27521 1.84131
H 2.22677 -2.19161 1.61001
H 3.91997 0.04539 2.85841
H 3.04097 -1.17731 3.78561
H 1.30537 0.39849 5.36831
H 0.61787 -1.08371 4.64061
H -0.30573 0.43309 4.62131
C 2.02767 4.04879 -1.14659
S 1.66277 2.83189 0.15091
C 0.32547 3.71289 1.00251
H 1.09917 4.44779 -1.54609
H 2.58877 3.53539 -1.92129
H 2.63127 4.84489 -0.71419
H 0.72317 4.62339 1.44681
H -0.04993 3.05329 1.78321
H -0.46633 3.94949 0.29401
C -4.02163 0.19969 -2.61739
Si -2.15873 0.37559 -2.27209
C -1.64193 2.22469 -2.18479
C -1.16613 -0.49381 -3.64969
C -1.67343 -0.32341 -0.56479
Si -1.89603 -2.17211 -0.15899
C -3.73183 -2.67011 -0.21619
C -0.80853 -3.24561 -1.31259
C -1.23433 -2.38841 1.63301
H -4.27663 0.69109 -3.55089
H -4.63073 0.63999 -1.83619
H -4.31223 -0.83961 -2.71349
H -1.99693 2.79029 -3.03949
H -0.55423 2.32559 -2.16589
H -2.04733 2.69819 -1.29339
H -1.22953 0.06249 -4.57939
H -1.58233 -1.47821 -3.83969
H -0.11033 -0.61651 -3.40429
H -2.15323 0.27289 0.21431
H -4.15243 -2.54621 -1.20709
H -4.32663 -2.07181 0.46581
H -3.85713 -3.71061 0.06341
H -1.20803 -3.26631 -2.32119
H -0.77463 -4.27281 -0.96019
H 0.22157 -2.88061 -1.37069
H -1.65773 -1.64251 2.30431
H -0.14693 -2.29521 1.67391
H -1.48713 -3.36571 2.03391
```

Output
Net charge   +1
Strongest force on any atom   0.0173 hartree/bohr
Molecular weight   550.0 g/mol
E_LUMO   -3.35 eV
Energy relative to the best compared isomer or geometry (same formula, charge and spin)   22.2 kcal/mol
Multiplicity   1
Gap between HOMO and LUMO   8.214 eV

Atomic partial charges in e from the Mulliken method, atoms 1 to 5: 0.6687 -1.0142 0.0697 -0.7078 -0.6510

***

# 2
C13H35F6N10O10 | ωB97M-V/def2-TZVPD

```
74
Properties=species:S:1:pos:R:3
O -0.78460 -1.35257 0.12918
H 0.15067 -1.57478 0.39964
H -0.79025 -0.51188 -0.41789
H -1.33806 -1.21196 0.96311
C -0.54696 0.97108 -2.31375
O 0.37064 1.92745 -1.80371
O -1.48037 0.75039 -1.36706
C -1.09871 1.44347 -3.72844
F -1.30129 2.76262 -3.79277
F -0.11665 1.15178 -4.62283
F -2.21558 0.84843 -4.16499
C 1.37813 2.56698 -2.56065
C 2.16072 3.54479 -1.67511
H 1.46442 3.79659 -0.87373
H 3.00464 3.05231 -1.18889
H 2.56255 4.41403 -2.18988
H 0.94995 3.14152 -3.38226
H 2.10360 1.84361 -2.94669
H 0.04962 0.06157 -2.47987
C 2.68083 -0.52787 0.55533
O 3.86867 -0.91442 -0.16923
O 1.85783 -1.58824 0.64752
C 3.18111 0.22308 1.81599
F 2.13917 0.50473 2.63569
F 3.99490 -0.55290 2.56098
F 3.80351 1.36902 1.51906
C 4.40071 0.04872 -1.05510
C 5.79825 -0.54987 -1.35380
H 5.59583 -1.40634 -1.99926
H 6.47441 0.19235 -1.78592
H 6.33365 -0.95770 -0.49751
H 4.59265 1.05295 -0.67039
H 3.90115 0.16459 -2.02268
H 2.06917 0.18027 -0.03733
C -0.43322 3.63419 1.37989
O -0.42809 4.16598 2.49662
N 0.09958 2.42538 1.07848
N -1.05101 4.18833 0.31402
H 0.59075 1.81879 1.70735
H -0.03958 2.04516 0.15128
H -0.84577 3.78647 -0.59090
H -1.51655 5.06840 0.21329
C -1.80118 0.05368 2.98318
O -2.15419 -0.82086 2.18250
N -2.69792 0.77743 3.68714
N -0.51269 0.21304 3.37443
H -3.66657 0.52191 3.70510
H -2.30302 1.46066 4.30450
H 0.19171 -0.40438 2.98668
H -0.22240 0.92829 4.01361
C 0.08023 -3.01969 3.73047
O -0.39719 -3.81719 2.93742
N 1.10314 -2.18393 3.35383
N -0.20332 -2.95167 5.06701
H 1.43546 -1.59985 4.09875
H 1.22776 -1.98772 2.35512
H -0.93892 -3.54436 5.40700
H 0.44270 -2.54514 5.71409
C -2.41202 -3.61954 -2.95084
O -3.60465 -3.72426 -2.66245
N -1.47039 -3.19210 -2.07674
N -1.97348 -3.82187 -4.21493
H -1.69321 -2.79771 -1.17877
H -0.51847 -3.02954 -2.35389
H -2.66930 -4.06392 -4.89517
H -1.05010 -3.55776 -4.50174
C -4.79177 -1.09104 -0.36907
O -5.61631 -1.98650 -0.29083
N -4.80426 0.06110 0.41359
N -3.84078 -1.04968 -1.33553
H -5.61675 0.16743 0.99035
H -4.21119 0.81414 0.11793
H -3.16534 -0.31995 -1.53635
H -3.73598 -1.86548 -1.93315
```

Output
Net charge   -1
Strongest force on any atom   0.0505 hartree/bohr
Molecular weight   605.5 g/mol
E_LUMO   2.48 eV
Energy relative to the best compared isomer or geometry (same formula, charge and spin)   7.5 kcal/mol
Multiplicity   1
Gap between HOMO and LUMO   8.735 eV

Atomic partial charges in e from the Mulliken method, atoms 1 to 5: 0.1309 0.5244 0.1631 0.2586 -0.0965